Entry 1:
ORCA calculation (ωB97M-V/def2-TZVPD) on C35H40LiN8O2 as an isolated structure.

Highest occupied orbital energy: -0.1122 Eh
Relative energy (zero: lowest compared OMol25 entry of this formula, charge and spin): 0.0 kJ/mol
E_LUMO: 2.19 eV
Net charge: -1

```
86
Properties=species:S:1:pos:R:3:mulliken_charge:R:1
Li -0.282 -0.076 -0.117 0.91
O -1.212 -1.005 -1.544 -0.41
N -0.569 -1.948 -2.067 -0.48
N 0.630 -2.077 -1.600 0.91
O 1.142 -1.285 -0.679 -0.92
C 1.455 -3.112 -2.141 0.19
C 2.791 -3.124 -1.766 -0.34
C 3.640 -4.105 -2.265 -0.49
C 3.163 -5.075 -3.132 -0.48
C 1.820 -5.062 -3.496 -0.38
C 0.962 -4.092 -3.006 -0.38
H 3.133 -2.355 -1.089 0.36
H 4.683 -4.109 -1.973 0.35
H 3.828 -5.838 -3.522 0.36
H 1.436 -5.822 -4.166 0.35
H -0.081 -4.075 -3.279 0.43
C 0.547 2.763 2.758 -1.26
C 1.115 1.387 2.794 1.01
N 1.363 0.612 1.769 -0.37
C 1.907 -0.553 2.270 -0.89
C 2.002 -0.481 3.622 -0.24
N 1.498 0.767 3.960 0.44
C 1.374 1.287 5.290 -1.45
N 0.089 1.053 5.917 0.92
N -0.692 2.114 6.227 -0.58
N -1.732 1.712 6.845 -0.63
C -1.660 0.339 6.968 0.33
C -2.536 -0.564 7.571 -0.59
C -2.179 -1.893 7.559 -0.53
C -0.980 -2.325 6.957 -0.60
C -0.110 -1.447 6.353 -0.69
C -0.477 -0.098 6.376 1.29
H 0.443 3.069 1.720 0.10
H 1.196 3.469 3.286 0.63
H -0.446 2.801 3.214 0.12
H 2.190 -1.355 1.603 0.38
H 2.409 -1.150 4.364 0.50
H 1.489 2.364 5.273 0.33
H 2.155 0.847 5.903 0.42
H -3.457 -0.220 8.024 0.44
H -2.832 -2.626 8.014 0.37
H -0.745 -3.383 6.951 0.39
H 0.790 -1.795 5.868 0.19
C 0.709 4.435 -1.965 -1.58
C -0.455 4.091 -1.064 0.76
C -1.345 5.089 -0.644 -0.97
C -2.411 4.740 0.181 0.17
C -3.383 5.804 0.635 -1.80
C -2.589 3.430 0.604 -0.37
C -1.689 2.375 0.245 -0.16
C -0.632 2.792 -0.642 -0.46
N -1.696 1.096 0.656 0.15
C -2.759 0.542 1.481 1.68
C -4.142 0.586 0.793 -1.35
C -5.209 -0.117 1.643 0.51
C -4.826 -1.587 1.845 -1.78
C -3.472 -1.661 2.560 0.71
C -3.582 -0.981 3.928 -0.95
C -3.954 0.489 3.728 0.55
C -5.308 0.571 3.011 -1.58
C -2.875 1.183 2.886 -0.23
C -2.420 -0.946 1.707 -2.68
H 0.691 5.490 -2.245 0.35
H 0.688 3.836 -2.878 0.32
H 1.659 4.230 -1.464 0.29
H -1.216 6.117 -0.971 0.17
H -3.138 6.770 0.191 0.37
H -3.363 5.916 1.723 0.33
H -4.409 5.551 0.353 0.34
H -3.437 3.229 1.244 0.63
H 0.076 2.035 -0.973 0.45
H -4.045 0.103 -0.185 0.48
H -4.442 1.620 0.617 0.40
H -6.177 -0.060 1.134 0.19
H -4.759 -2.088 0.873 0.57
H -5.595 -2.101 2.434 0.58
H -3.186 -2.709 2.694 0.43
H -2.625 -1.058 4.459 -0.30
H -4.340 -1.483 4.543 0.62
H -4.029 0.986 4.701 0.46
H -5.607 1.618 2.888 0.52
H -6.077 0.078 3.621 0.52
H -1.896 1.102 3.380 -0.94
H -3.111 2.245 2.804 0.64
H -2.347 -1.426 0.726 0.85
H -1.431 -1.004 2.184 0.10
```

***

Entry 2:
ORCA calculation (ωB97M-V/def2-TZVPD) on C35H40MnN7O2S5 as an isolated structure.

Multiplicity: 6
Highest occupied orbital energy (alpha / beta): -0.3768 / -0.3794 Eh
Relative energy (zero: lowest compared OMol25 entry of this formula, charge and spin): 0.0 kJ/mol
<S²>: 8.75
E_LUMO (alpha / beta): -2.28 / -2.39 eV
Net charge: +1

```
90
Properties=species:S:1:pos:R:3:mulliken_charge:R:1
Mn -0.279 -0.717 0.898 1.08
C -0.639 -1.262 -2.766 -1.16
C -1.966 -1.925 -2.442 -0.91
S -2.676 -1.224 -0.913 0.20
C -3.539 -2.603 -0.170 -0.94
C -3.531 -2.504 1.355 -1.00
S -1.871 -2.339 2.175 0.18
C -1.355 -4.080 2.416 -1.37
C -0.306 -4.665 1.461 0.20
S -0.774 -4.419 -0.240 -0.33
C 0.828 -4.445 -1.086 -0.58
C 1.296 -3.127 -1.862 -1.20
S 0.676 -1.488 -1.525 0.42
H -0.741 -0.189 -2.918 0.34
H -0.265 -1.698 -3.657 0.75
H -1.848 -3.011 -2.324 0.40
H -2.675 -1.767 -3.238 0.56
H -3.075 -3.477 -0.547 0.46
H -4.594 -2.579 -0.494 0.43
H -4.045 -3.413 1.728 0.54
H -4.155 -1.686 1.682 0.41
H -2.276 -4.685 2.417 0.47
H -1.036 -4.085 3.463 0.51
H -0.225 -5.728 1.723 0.63
H 0.657 -4.176 1.630 -0.22
H 0.873 -5.240 -1.820 0.64
H 1.606 -4.598 -0.348 0.24
H 1.120 -3.317 -2.920 0.54
H 2.389 -3.075 -1.703 0.37
C 8.092 -0.549 0.238 -1.49
C 6.693 -0.887 0.579 1.15
C 5.617 -0.129 0.080 -1.00
C 4.334 -0.515 0.390 0.04
C 4.132 -1.590 1.249 -0.31
C 5.178 -2.323 1.757 -0.58
C 6.461 -1.960 1.413 -0.98
S 2.484 -1.891 1.782 0.97
O 2.597 -2.434 3.125 -0.83
O 1.860 -2.699 0.782 -0.32
N 1.674 -0.498 1.742 0.88
C 1.806 0.456 2.774 -0.14
C 3.019 0.888 3.327 -0.10
C 3.104 1.919 4.266 -1.13
C 1.981 2.496 4.769 -0.71
C 0.715 2.031 4.335 0.66
C -0.525 2.487 4.821 -0.65
C -1.714 2.044 4.348 -1.41
C -1.660 1.080 3.325 -0.09
N -0.529 0.605 2.795 0.49
C 0.638 1.030 3.296 -0.50
H 8.270 -0.664 -0.832 0.32
H 8.816 -1.157 0.746 0.39
H 8.306 0.483 0.539 0.34
H 5.836 0.699 -0.566 0.46
H 3.479 0.053 0.034 0.39
H 4.969 -3.120 2.472 0.48
H 7.338 -2.449 1.860 0.27
H 3.934 0.406 3.033 0.44
H 4.038 2.242 4.664 0.44
H 2.011 3.289 5.526 0.39
H -0.547 3.248 5.579 0.41
H -2.623 2.456 4.683 0.52
H -2.609 0.718 2.929 0.40
C -3.339 1.680 0.350 -0.87
C -2.006 1.983 -0.285 0.54
N -0.887 1.266 -0.277 0.88
C 0.042 1.941 -1.052 -1.13
C -0.529 3.079 -1.554 -0.72
N -1.817 3.076 -1.074 0.21
C -2.835 4.109 -1.336 -1.33
N -2.967 4.420 -2.682 0.71
N -2.301 5.536 -3.160 -0.56
N -2.349 5.579 -4.413 -0.51
C -3.039 4.467 -4.870 0.12
C -3.314 4.041 -6.162 -0.70
C -4.021 2.876 -6.287 -0.51
C -4.473 2.135 -5.169 -0.58
C -4.178 2.533 -3.855 -0.64
C -3.472 3.726 -3.776 1.31
H -3.284 0.725 0.827 -0.47
H -4.138 1.687 -0.414 0.34
H -3.676 2.411 1.145 0.45
H 1.043 1.582 -1.211 0.52
H -0.192 3.886 -2.152 0.60
H -2.598 5.052 -0.807 0.18
H -3.777 3.746 -0.967 0.73
H -2.965 4.595 -7.015 0.45
H -4.235 2.471 -7.290 0.35
H -5.012 1.195 -5.356 0.38
H -4.434 1.957 -2.994 0.37
```

***

Entry 3:
ORCA calculation (ωB97M-V/def2-TZVPD) on C35H40N4OP2PdSSi as an isolated structure.

Highest occupied orbital energy: -0.2769 Eh
Relative energy (zero: lowest compared OMol25 entry of this formula, charge and spin): 47.0 kJ/mol
E_LUMO: 0.03 eV
Net charge: 0

```
85
Properties=species:S:1:pos:R:3:mulliken_charge:R:1
Pd 0.101 0.806 0.264 -0.86
C 3.752 -5.060 3.815 -0.70
S 3.592 -3.788 5.088 -0.12
C 4.307 -2.344 4.249 -1.18
C 3.293 -1.420 3.588 0.98
C 2.537 -2.124 2.465 -0.96
N 1.608 -1.278 1.705 0.72
P 2.013 -0.294 0.377 0.93
C 3.560 0.534 0.821 0.65
C 3.452 1.711 1.561 0.05
C 4.588 2.334 2.050 -0.79
C 5.840 1.788 1.790 -0.61
C 5.954 0.628 1.038 -0.82
C 4.816 -0.001 0.553 -0.55
C 2.500 -1.447 -0.943 0.82
C 2.987 -0.922 -2.139 -0.38
C 3.336 -1.757 -3.187 -0.68
C 3.202 -3.133 -3.055 -0.61
C 2.720 -3.666 -1.871 -1.12
C 2.370 -2.827 -0.820 0.04
P 0.022 -0.847 2.177 0.20
C 0.145 -0.278 3.897 0.95
C 0.334 -1.129 4.987 -0.28
C 0.507 -0.604 6.257 -0.55
C 0.488 0.772 6.449 -0.65
C 0.293 1.625 5.373 -0.70
C 0.121 1.099 4.100 -0.59
C -0.919 -2.398 2.312 0.36
C -2.048 -2.454 3.134 -0.38
C -2.864 -3.575 3.131 -0.69
C -2.566 -4.654 2.311 -0.56
C -1.458 -4.600 1.479 -0.69
C -0.648 -3.474 1.471 -0.65
H 3.485 -6.005 4.283 0.38
H 4.784 -5.124 3.471 0.27
H 3.090 -4.890 2.968 0.12
H 5.050 -2.704 3.532 0.43
H 4.849 -1.795 5.019 0.49
H 3.816 -0.545 3.198 -0.32
H 2.592 -1.063 4.345 -0.18
H 1.954 -2.949 2.884 0.24
H 3.259 -2.562 1.769 0.65
H 2.469 2.130 1.748 0.14
H 4.502 3.246 2.625 0.46
H 6.730 2.276 2.168 0.41
H 6.931 0.212 0.827 0.43
H 4.907 -0.907 -0.033 0.44
H 3.092 0.147 -2.252 0.23
H 3.709 -1.333 -4.110 0.47
H 3.472 -3.786 -3.875 0.39
H 2.612 -4.737 -1.760 0.45
H 2.000 -3.257 0.099 -0.06
H 0.364 -2.202 4.842 0.41
H 0.662 -1.268 7.098 0.45
H 0.619 1.179 7.443 0.40
H 0.262 2.696 5.525 0.48
H -0.050 1.758 3.255 0.35
H -2.290 -1.619 3.780 0.45
H -3.735 -3.605 3.773 0.42
H -3.202 -5.529 2.313 0.39
H -1.229 -5.432 0.826 0.45
H 0.192 -3.423 0.793 0.41
N -2.943 0.899 1.896 -0.25
C -2.624 1.913 1.033 0.90
O -1.799 1.683 0.090 -0.96
C -3.215 3.174 1.204 0.63
C -2.891 4.221 0.306 -0.04
N -2.610 5.060 -0.434 -0.65
C -4.176 3.359 2.226 -0.25
N -4.929 3.424 3.099 -0.59
H -3.743 1.023 2.497 0.21
H -2.782 -0.031 1.542 0.23
C -0.401 2.371 -2.698 -1.18
Si 0.755 2.485 -1.239 1.11
C 2.521 2.737 -1.846 -1.20
C 0.453 3.949 -0.102 -0.88
H -0.251 3.221 -3.369 0.37
H -1.430 2.389 -2.344 0.22
H -0.242 1.452 -3.266 0.31
H 2.537 3.723 -2.323 0.51
H 2.878 2.027 -2.590 0.40
H 3.241 2.759 -1.026 0.25
H 0.466 4.884 -0.671 0.38
H 1.242 4.002 0.653 0.26
H -0.513 3.891 0.398 -0.02
```